The following is a DFT calculation (ωB97M-V/def2-TZVPD) of the molecule C4H5FN2O2.

Energy relative to the best compared isomer or geometry (same formula, charge and spin): 34.0 kJ/mol
SMILES: O=C1CC=N[C@](O)(F)N1
Kohn-Sham gap: 0.395 hartree
Energy: -14021.139 eV

The geometry in XYZ format:
```
14
C4H5FN2O2, DFT ωB97M-V/def2-TZVPD
O 2.1106 0.2220 1.4554
C 1.1792 0.1801 0.7045
C 1.1979 -0.6737 -0.5190
C -0.0349 -1.4208 -0.6374
N -1.1149 -0.9371 -0.3892
C -1.0540 0.5680 0.0511
O -2.1458 1.0796 0.5524
F -0.7320 1.3005 -1.0769
N 0.0030 0.7780 0.9476
H 1.9488 -1.3835 -0.4372
H 1.1786 0.0598 -1.3493
H 0.1912 -2.4488 -0.9803
H -2.6942 1.3498 -0.1098
H -0.0334 1.3260 1.7881
```

The following is a DFT calculation (ωB97M-V/def2-TZVPD) of the molecule C4H5FO.

Energy relative to the best compared isomer or geometry (same formula, charge and spin): 34.5 kJ/mol
SMILES: FC1=COCC1
Kohn-Sham gap: 0.347 hartree
Energy: -8992.672 eV

The geometry in XYZ format:
```
11
C4H5FO, DFT ωB97M-V/def2-TZVPD
F 2.4297 -0.2360 0.0275
C 1.0961 -0.2985 -0.0027
C 0.3393 -1.3773 -0.0186
O -0.9984 -1.1210 -0.0815
C -1.1402 0.3022 0.0905
C 0.2390 0.9265 -0.0999
H 0.6354 -2.4388 -0.0015
H -1.8942 0.6588 -0.6033
H -1.5279 0.4683 1.0922
H 0.4651 1.6745 0.6598
H 0.3560 1.4413 -1.0624
```

The following is a DFT calculation (ωB97M-V/def2-TZVPD) of the molecule C4H5FO2.

Energy relative to the best compared isomer or geometry (same formula, charge and spin): 75.0 kJ/mol
SMILES: C[C@@]1(F)COC1=O
Kohn-Sham gap: 0.430 hartree
Energy: -11040.709 eV

The geometry in XYZ format:
```
12
C4H5FO2, DFT ωB97M-V/def2-TZVPD
C -1.6161 0.2084 -0.8099
C -0.3445 -0.3434 -0.3247
F -0.3888 -1.7378 -0.1845
C 0.9747 0.0247 -1.0597
O 1.4659 0.6119 0.1572
C 0.2825 0.4369 0.8353
O -0.0787 0.9906 1.8137
H -1.5211 1.3117 -0.9720
H -1.9367 -0.3342 -1.6915
H -2.3444 0.0375 0.0200
H 0.8734 0.6875 -1.9109
H 1.5499 -0.8416 -1.3990
```

The following is a DFT calculation (ωB97M-V/def2-TZVPD) of the molecule C4H5FO3.

Energy relative to the best compared isomer or geometry (same formula, charge and spin): 43.4 kJ/mol
SMILES: O=C(CO)O/C=C\F
Kohn-Sham gap: 0.396 hartree
Energy: -13087.731 eV

The geometry in XYZ format:
```
13
C4H5FO3, DFT ωB97M-V/def2-TZVPD
O 1.9406 -0.1569 0.6144
C 1.0259 0.1659 -0.1198
C 1.2948 0.9270 -1.4097
O 0.2049 1.2358 -2.2154
O -0.2761 -0.1406 0.0558
C -0.6495 -0.7812 1.2321
C -1.9243 -0.9811 1.5433
F -2.9453 -0.6472 0.7350
H 1.8563 1.7865 -1.1024
H 2.0499 0.3482 -1.9659
H -0.5173 0.7138 -1.8235
H 0.1121 -1.0722 1.9378
H -2.1719 -1.3982 2.5182
```

The following is a DFT calculation (ωB97M-V/def2-TZVPD) of the molecule C4H5FS.

Energy relative to the best compared isomer or geometry (same formula, charge and spin): 105.8 kJ/mol
SMILES: F/C=C/[C@@H]1CS1
Kohn-Sham gap: 0.361 hartree
Energy: -17779.937 eV

The geometry in XYZ format:
```
11
C4H5FS, DFT ωB97M-V/def2-TZVPD
F 0.6299 2.5837 -1.4443
C 0.8744 1.4244 -0.8158
C -0.0035 0.3668 -0.8957
C 0.2311 -0.8402 -0.0550
C -0.8566 -1.7841 0.1014
S -0.4157 -0.9084 1.5901
H 1.8022 1.3629 -0.2790
H -0.9815 0.4418 -1.4593
H 1.2241 -1.2354 -0.1923
H -0.8044 -2.8906 -0.0676
H -1.7319 -1.3982 -0.4542
```

The following is a DFT calculation (ωB97M-V/def2-TZVPD) of the molecule C4H5FS3.

Energy relative to the best compared isomer or geometry (same formula, charge and spin): 0.0 kJ/mol
SMILES: FC[C@@H]1SCC(=S)S1
Kohn-Sham gap: 0.310 hartree
Energy: -39451.759 eV

The geometry in XYZ format:
```
13
C4H5FS3, DFT ωB97M-V/def2-TZVPD
F -0.2107 0.8621 2.6953
C 0.0496 1.2051 1.3851
C -0.9435 0.4086 0.4739
S -0.8046 -1.3717 0.5837
C 0.4605 -1.4737 -0.6597
C 0.2465 -0.4352 -1.7873
S 0.9289 -0.4067 -3.2607
S -0.7083 0.9631 -1.2593
H -0.0952 2.2737 1.2488
H 1.0935 0.9749 1.2017
H -1.9486 0.7236 0.7088
H 1.4523 -1.2690 -0.2625
H 0.4794 -2.4549 -1.0677
```

The following is a DFT calculation (ωB97M-V/def2-TZVPD) of a structure of composition C4H5HgO2.

Energy relative to the best compared isomer or geometry (same formula, charge and spin): 0.1 kJ/mol
Kohn-Sham gap (spin up / spin down): 0.321 / 0.181 hartree
Energy: -12494.901 eV
Multiplicity: 2

The geometry in XYZ format:
```
12
C4H5HgO2, DFT ωB97M-V/def2-TZVPD
O 2.6159 1.3781 0.3890
C 1.5580 1.1196 -0.1818
C 1.2158 -0.3241 -0.3580
C -0.2788 -0.4813 -0.4282
C -1.0814 -0.3287 0.6577
O -2.3780 -0.3966 0.6942
Hg -4.4851 -0.5109 -0.2944
H 0.6859 1.7928 -0.0213
H 1.7235 -0.7011 -1.2599
H -0.7357 -0.6602 -1.4075
H -0.5779 -0.1409 1.6278
H 1.7378 -0.7468 0.5824
```

The following is a DFT calculation (ωB97M-V/def2-TZVPD) of a structure of composition C4H5HgO6.

Energy relative to the best compared isomer or geometry (same formula, charge and spin): 144.7 kJ/mol
Kohn-Sham gap (spin up / spin down): 0.355 / 0.256 hartree
Energy: -20686.121 eV
Multiplicity: 2

The geometry in XYZ format:
```
16
C4H5HgO6, DFT ωB97M-V/def2-TZVPD
C -1.1709 -0.7450 -0.1704
C -0.7483 0.2637 0.8795
O 0.6835 0.4109 0.7053
O -0.1176 -0.8641 -1.1185
H -2.0800 -0.3876 -0.6701
H -1.3445 -1.7221 0.3065
H -0.9409 -0.0976 1.8956
H -1.2184 1.2368 0.6902
H 0.7556 -0.2274 -0.4841
C 1.3803 1.5171 1.2842
O 0.6911 2.3277 1.9104
O 2.6107 1.4216 1.1936
Hg 2.6900 3.3012 2.4243
O -1.3073 -2.7316 -2.6011
O 0.4820 -1.7004 -3.5171
C -0.3654 -2.0031 -2.7284
```

The following is a DFT calculation (ωB97M-V/def2-TZVPD) of a structure of composition C4H5HoO.

Kohn-Sham gap (spin up / spin down): 0.341 / 0.157 hartree
Energy: -32035.482 eV
Multiplicity: 6
Charge: +3

The geometry in XYZ format:
```
11
C4H5HoO, DFT ωB97M-V/def2-TZVPD
H 0.9696 -2.1306 0.3591
C -1.6973 1.2389 -0.4597
C -0.8036 0.5251 0.2901
C -0.3428 -0.7529 -0.0975
C 1.0428 -1.0827 -0.1033
O 1.9318 -0.3105 0.3182
Ho 4.2774 -0.1593 0.7696
H -2.0527 0.8599 -1.4198
H -0.3786 0.9737 1.1909
H -1.9440 2.2696 -0.2054
H -1.0027 -1.4313 -0.6423
```

The following is a DFT calculation (ωB97M-V/def2-TZVPD) of the molecule C4H5I.

Energy relative to the best compared isomer or geometry (same formula, charge and spin): 405.9 kJ/mol
Kohn-Sham gap: 0.303 hartree
Energy: -12323.862 eV

The geometry in XYZ format:
```
10
C4H5I, DFT ωB97M-V/def2-TZVPD
C 0.0032 1.0193 -0.9931
C 0.2276 2.2771 -1.2190
C -0.8522 -1.6590 0.8081
C 0.4736 -1.7727 0.8536
I 1.5633 0.0076 0.3146
H -0.4836 2.6224 -1.9439
H 0.7980 3.2173 -0.7644
H -1.5005 -2.3447 1.2861
H -1.1900 -0.9086 0.1375
H 0.9607 -2.4586 1.5205
```

The following is a DFT calculation (ωB97M-V/def2-TZVPD) of the molecule C4H5I.

Energy relative to the best compared isomer or geometry (same formula, charge and spin): 362.4 kJ/mol
Kohn-Sham gap: 0.268 hartree
Energy: -12324.313 eV

The geometry in XYZ format:
```
10
C4H5I, DFT ωB97M-V/def2-TZVPD
C 0.4291 -1.1154 -0.8821
C -1.1810 -0.5647 0.8555
C -0.0974 -0.0754 0.0506
C 0.7819 1.1083 0.3076
I -1.2006 -2.4733 -0.3963
H 0.5268 -0.7999 -1.9116
H -2.2125 -0.1785 0.9670
H 0.3569 1.9201 -0.3801
H 1.8555 0.8619 -0.0010
H 0.7416 1.3169 1.3903
```

The following is a DFT calculation (ωB97M-V/def2-TZVPD) of the molecule C4H5I.

Energy relative to the best compared isomer or geometry (same formula, charge and spin): 419.6 kJ/mol
Kohn-Sham gap (spin up / spin down): 0.276 / 0.324 hartree
Energy: -12323.720 eV

The geometry in XYZ format:
```
10
C4H5I, DFT ωB97M-V/def2-TZVPD
C 0.8417 0.4387 -0.3597
C 1.1559 1.6262 0.0118
C 0.0643 -0.8612 0.0871
C -1.3735 -1.3973 -0.1072
I -2.9885 0.0938 0.0713
H 0.9824 2.2727 0.8047
H 1.8152 2.0647 -0.6417
H 0.8313 -1.6157 -0.1654
H 0.1527 -0.5682 1.1681
H -1.4816 -2.0536 -0.8691
```